Record 1
# C4H7N3O

C4H7N3O in the gas phase (ωB97M-V/def2-TZVPD, the Open Molecules 2025 dataset).

Each line ends with the natural charge from an NBO analysis.
CARTESIAN COORDINATES (ANGSTROEM)
C: -0.949 0.750 -1.595  -0.691
C: 0.052 0.103 -0.629  0.523
C: -0.278 2.198 1.911  -0.128
C: 1.345 -2.743 -0.014  -0.114
H: -1.978 0.787 -0.992  0.254
H: -0.688 1.737 -2.038  0.227
H: -0.907 -0.141 -2.419  0.253
H: -1.185 2.842 2.421  0.229
H: 0.512 1.639 2.464  0.197
H: 1.824 -3.101 -1.038  0.203
H: 1.648 -3.252 0.969  0.167
N: -0.506 1.616 0.847  -0.135
N: 0.153 -1.251 -0.786  -0.364
N: 0.516 -1.794 0.374  -0.260
O: 0.440 0.609 0.524  -0.360

Structure (SMILES) = C=N/N=C(/C)ON=C
HOMO level = -8.67 eV
Energy relative to the best compared isomer or geometry (same formula, charge and spin) = 655.0 kJ/mol

=====

Record 2
# C27H28F2N

A gas-phase ion, C27H28F2N (charge +1) (ωB97M-V/def2-TZVPD, the Open Molecules 2025 dataset).

Each line ends with the natural charge from an NBO analysis.
CARTESIAN COORDINATES (ANGSTROEM)
C: -3.999 -3.186 -1.577  -0.634
C: -3.277 -1.900 -1.678  -0.085
C: -2.769 -1.303 -0.533  0.466
F: -2.928 -1.931 0.674  -0.328
C: -1.999 -0.158 -0.556  -0.303
C: -1.691 0.489 -1.767  -0.015
C: -0.719 1.791 -1.831  -0.247
C: -0.789 2.482 -0.449  -0.005
C: -1.806 2.459 0.534  -0.318
C: -1.497 2.993 1.781  0.468
F: -2.285 2.652 2.861  -0.332
C: -0.377 3.761 2.027  -0.091
C: -0.122 4.339 3.371  -0.634
C: 0.492 4.014 0.950  -0.177
C: 0.269 3.389 -0.283  -0.230
C: -2.270 -0.056 -2.926  -0.253
C: -3.003 -1.245 -2.890  -0.174
H: -4.212 -3.564 -2.569  0.221
H: -3.390 -3.917 -1.040  0.238
H: -4.938 -3.108 -1.029  0.239
H: -1.620 0.218 0.388  0.246
H: 0.278 1.349 -1.891  0.246
H: -2.749 1.941 0.424  0.250
H: 0.646 5.102 3.307  0.221
H: -1.026 4.801 3.775  0.235
H: 0.199 3.577 4.086  0.237
H: 1.394 4.629 1.046  0.224
H: 0.951 3.542 -1.134  0.197
H: -2.133 0.404 -3.916  0.187
H: -3.318 -1.705 -3.837  0.221
C: -0.889 1.519 -5.835  -0.423
N: -0.070 2.655 -5.382  -0.316
C: -0.226 3.297 -4.219  0.534
C: -0.983 2.825 -2.922  -0.288
C: -1.621 4.268 -2.568  -0.417
C: -0.685 5.395 -3.105  -0.398
C: 0.265 4.705 -4.149  -0.527
C: 0.932 3.096 -6.363  0.083
C: 0.614 3.247 -7.726  -0.172
C: 1.589 3.686 -8.625  -0.208
C: 2.910 3.864 -8.183  -0.171
C: 3.246 3.663 -6.835  -0.193
C: 2.243 3.328 -5.925  -0.209
H: -0.473 1.144 -6.770  0.245
H: -0.857 0.723 -5.115  0.234
H: -1.906 1.832 -6.018  0.229
H: -1.778 2.163 -3.256  0.284
H: -2.625 4.393 -3.041  0.226
H: -1.769 4.410 -1.500  0.254
H: -1.321 6.139 -3.618  0.228
H: -0.118 5.932 -2.295  0.233
H: 1.312 4.840 -3.816  0.270
H: 0.155 5.233 -5.111  0.261
H: -0.403 3.073 -8.096  0.226
H: 1.347 3.872 -9.678  0.242
H: 3.704 4.169 -8.885  0.240
H: 4.276 3.749 -6.474  0.241
H: 2.458 3.239 -4.855  0.224

Structure (SMILES) = Cc1ccc(C(c2ccc(C)c(F)c2)[C@H]2CCC/C2=[N+](/C)c2ccccc2)cc1F
HOMO level = -11.38 eV
Charge = +1
Energy relative to the best compared isomer or geometry (same formula, charge and spin) = 116.6 kJ/mol

=====

Record 3
# C2H5O

2 unconnected molecules or ions with the total composition C2H5O (ωB97M-V/def2-TZVPD, the Open Molecules 2025 dataset).

Each line ends with the natural charge from an NBO analysis.
CARTESIAN COORDINATES (ANGSTROEM)
O: -1.699 0.591 -1.652  -1.377
H: -2.517 0.247 -2.043  0.390
C: 0.313 0.402 0.635  -0.328
C: 1.089 -0.673 0.589  -0.452
H: -0.083 0.818 1.552  0.167
H: 0.073 0.909 -0.287  0.257
H: 1.442 -1.123 1.522  0.154
H: 1.381 -1.171 -0.316  0.190

HOMO level = -2.10 eV
Charge = -1
Energy relative to the best compared isomer or geometry (same formula, charge and spin) = 89.0 kJ/mol

=====

Record 4
# C31H59ClI2NO11S2

A molecular structure, C31H59ClI2NO11S2 (ωB97M-V/def2-TZVPD, the Open Molecules 2025 dataset).

Each line ends with the Mulliken charge.
CARTESIAN COORDINATES (ANGSTROEM)
C: 2.792 -2.120 -1.039  -1.466
C: 1.485 -1.384 -1.003  0.440
I: 1.626 0.511 -0.107  0.052
C: 0.323 -1.856 -1.436  -0.423
I: 0.297 -3.732 -2.361  0.072
S: -1.258 -1.010 -1.320  0.866
O: -1.377 -0.459 0.004  -0.279
O: -1.232 -0.084 -2.423  -0.365
N: -2.348 -2.135 -1.631  -0.440
S: -3.139 -2.844 -0.470  0.922
O: -4.020 -3.814 -1.044  -0.626
O: -2.364 -3.217 0.676  -0.528
Cl: -4.455 -1.385 0.233  -0.319
H: 3.623 -1.432 -0.893  0.456
H: 2.941 -2.641 -1.984  0.360
H: 2.811 -2.832 -0.211  0.331
C: 3.051 -7.039 -5.153  -0.543
C: 4.536 -6.703 -5.043  -0.585
C: 4.486 -5.330 -4.385  -0.433
O: 3.328 -5.324 -3.553  -0.264
C: 2.505 -6.451 -3.858  -0.367
H: 2.848 -8.105 -5.247  0.344
H: 2.611 -6.529 -6.012  0.255
H: 5.037 -7.419 -4.388  0.264
H: 5.056 -6.692 -6.000  0.326
H: 4.392 -4.534 -5.132  0.286
H: 5.362 -5.121 -3.768  0.268
H: 2.571 -7.169 -3.033  0.227
H: 1.468 -6.125 -3.948  0.197
C: 2.076 -4.499 4.151  -0.565
C: 3.528 -4.752 3.748  -0.620
C: 3.480 -4.481 2.249  -0.512
O: 2.477 -3.489 2.059  -0.306
C: 1.708 -3.324 3.254  -0.165
H: 1.946 -4.274 5.208  0.350
H: 1.461 -5.369 3.907  0.298
H: 4.186 -4.033 4.242  0.270
H: 3.881 -5.756 3.982  0.345
H: 3.203 -5.384 1.691  0.315
H: 4.426 -4.109 1.851  0.274
H: 1.969 -2.368 3.717  0.128
H: 0.651 -3.297 2.988  0.118
C: -5.251 -0.715 -3.603  -0.226
C: -3.908 -0.707 -4.327  -0.254
C: -4.334 -0.387 -5.753  -0.249
O: -5.497 0.446 -5.650  -0.432
C: -5.978 0.425 -4.302  -0.486
H: -5.162 -0.570 -2.528  0.029
H: -5.770 -1.661 -3.776  0.269
H: -3.268 0.077 -3.924  0.019
H: -3.369 -1.648 -4.240  0.449
H: -4.600 -1.297 -6.304  0.241
H: -3.572 0.147 -6.323  0.143
H: -5.751 1.387 -3.828  0.263
H: -7.063 0.297 -4.322  0.295
C: -2.300 -0.473 2.739  0.329
C: -2.884 -0.440 4.150  -0.699
C: -1.693 -0.893 4.984  -0.504
O: -0.526 -0.432 4.307  -0.509
C: -0.881 0.013 2.986  0.789
H: -2.833 0.147 2.021  0.383
H: -2.291 -1.490 2.346  -0.253
H: -3.168 0.581 4.422  0.261
H: -3.755 -1.083 4.277  0.345
H: -1.658 -1.988 5.055  0.242
H: -1.696 -0.485 5.998  0.344
H: -0.820 1.107 2.954  -0.294
H: -0.171 -0.390 2.267  -0.390
C: 0.056 2.073 -5.452  -0.569
C: 0.090 2.311 -6.960  -0.575
C: 0.725 1.018 -7.457  -0.495
O: 0.323 -0.002 -6.551  -0.425
C: -0.271 0.589 -5.382  0.468
H: -0.678 2.683 -4.928  0.349
H: 1.038 2.267 -5.014  0.295
H: -0.926 2.408 -7.349  0.260
H: 0.654 3.197 -7.254  0.354
H: 1.820 1.093 -7.455  0.274
H: 0.404 0.745 -8.465  0.279
H: -1.350 0.419 -5.410  -0.416
H: 0.121 0.102 -4.492  0.121
C: -2.080 4.655 2.911  -0.443
C: -1.199 5.793 3.423  -0.348
C: 0.179 5.345 2.953  -0.196
O: -0.033 4.619 1.741  -0.409
C: -1.422 4.335 1.575  -0.298
H: -3.130 4.925 2.806  0.390
H: -2.011 3.796 3.582  0.144
H: -1.479 6.733 2.941  0.258
H: -1.243 5.931 4.502  0.144
H: 0.648 4.688 3.690  0.160
H: 0.857 6.176 2.753  0.231
H: -1.823 4.967 0.774  0.295
H: -1.535 3.291 1.278  0.080
C: 2.744 7.520 7.058  -0.545
C: 1.373 7.881 7.626  -0.606
C: 0.449 7.423 6.504  -0.455
O: 1.091 6.305 5.891  -0.271
C: 2.442 6.209 6.343  -0.473
H: 3.519 7.415 7.816  0.336
H: 3.066 8.278 6.341  0.270
H: 1.179 7.307 8.535  0.272
H: 1.258 8.939 7.858  0.335
H: 0.314 8.212 5.756  0.287
H: -0.535 7.113 6.860  0.315
H: 2.529 5.357 7.025  0.284
H: 3.087 6.029 5.483  0.257

HOMO level = -6.00 eV
Charge = -1

=====

Record 5
# C8H14NS

2 unconnected molecules or ions with the total composition C8H14NS (ωB97M-V/def2-TZVPD, the Open Molecules 2025 dataset).

Each line ends with the natural charge from an NBO analysis.
CARTESIAN COORDINATES (ANGSTROEM)
C: 2.893 -1.341 -1.680  0.199
C: -0.528 0.172 -1.119  0.138
C: -2.962 0.889 0.804  -0.429
C: -2.444 2.332 0.309  -0.407
C: -1.669 0.071 1.123  -0.350
C: -0.891 2.243 0.056  -0.383
C: -0.547 0.733 0.181  -0.437
C: 4.405 -1.608 -1.709  -0.705
N: 2.218 -0.445 -1.029  -0.705
S: -0.484 -0.577 -2.384  0.655
H: 2.422 -1.932 -2.380  0.153
H: -3.820 1.060 1.552  0.256
H: -3.526 0.404 0.082  0.211
H: -2.811 2.684 -0.638  0.225
H: -2.572 3.058 1.196  0.231
H: -1.243 0.244 2.072  0.237
H: -1.884 -0.953 0.890  0.235
H: -0.645 2.731 -0.869  0.232
H: -0.464 2.832 0.855  0.238
H: 0.521 0.780 0.548  0.334
H: 4.474 -2.667 -1.975  0.235
H: 5.055 -1.419 -0.751  0.241
H: 4.902 -1.001 -2.397  0.247
H: 2.810 0.220 -0.548  0.349

HOMO level = -13.60 eV
Charge = +1
Energy relative to the best compared isomer or geometry (same formula, charge and spin) = 316.4 kJ/mol

=====

Record 6
# C53H42BrGeN8O3PtS

A molecular structure, C53H42BrGeN8O3PtS (ωB97M-V/def2-TZVPD, the Open Molecules 2025 dataset).

Each line ends with the Mulliken spin population.
CARTESIAN COORDINATES (ANGSTROEM)
Pt: 0.402 0.245 -0.389  0.645
Br: 2.544 0.225 1.683  0.004
C: 3.867 0.183 0.298  -0.005
C: 5.168 0.071 0.697  0.001
C: 6.195 0.070 -0.260  0.000
C: 5.884 0.182 -1.584  -0.002
C: 4.541 0.292 -2.015  -0.003
C: 4.250 0.416 -3.391  0.001
C: 2.960 0.535 -3.823  -0.002
C: 1.913 0.523 -2.888  -0.050
C: 2.136 0.395 -1.534  -0.005
C: 3.475 0.284 -1.061  -0.014
H: 5.406 -0.003 1.750  0.000
H: 7.225 -0.004 0.061  0.000
H: 6.663 0.198 -2.335  0.000
H: 5.073 0.431 -4.095  0.000
H: 2.738 0.628 -4.878  -0.001
H: 0.903 0.628 -3.262  0.026
C: 0.831 3.405 1.202  -0.005
C: -0.294 2.592 1.731  -0.005
N: -0.602 1.376 1.315  0.039
C: -1.673 0.943 2.062  0.000
C: -2.015 1.915 2.943  0.000
N: -1.136 2.954 2.734  -0.001
C: -1.190 4.225 3.455  0.000
N: 0.094 4.681 3.873  0.000
N: 0.689 5.726 3.237  0.000
N: 1.844 5.912 3.724  0.000
C: 2.076 4.984 4.717  0.000
C: 3.180 4.768 5.541  0.000
C: 3.093 3.735 6.447  0.000
C: 1.945 2.929 6.546  -0.001
C: 0.847 3.123 5.735  0.000
C: 0.936 4.169 4.821  0.000
H: 1.163 2.963 0.265  0.006
H: 1.674 3.398 1.898  0.000
H: 0.544 4.441 1.033  0.001
H: -2.085 -0.043 1.941  -0.002
H: -2.790 1.960 3.690  0.000
H: -1.833 4.073 4.321  0.000
H: -1.614 5.008 2.827  0.000
H: 4.056 5.397 5.464  0.000
H: 3.924 3.535 7.110  0.000
H: 1.923 2.138 7.284  0.000
H: -0.033 2.496 5.813  0.000
O: -0.489 -5.806 3.210  0.000
S: -0.469 -5.098 1.988  0.002
O: -1.359 -5.890 0.955  0.001
N: -0.960 -3.600 1.998  0.001
C: -0.078 -2.807 1.356  -0.011
O: -0.302 -1.617 1.112  0.096
C: 1.156 -3.529 0.899  -0.014
C: 2.254 -3.015 0.239  0.042
C: 3.295 -3.881 -0.079  -0.004
C: 3.230 -5.232 0.243  0.000
C: 2.117 -5.762 0.890  0.000
C: 1.105 -4.882 1.205  0.001
H: 2.286 -1.965 -0.018  0.017
H: 4.171 -3.498 -0.587  0.000
H: 4.053 -5.883 -0.016  0.000
H: 2.048 -6.813 1.137  0.000
N: -2.417 2.938 -2.544  0.000
C: -1.989 1.963 -1.720  -0.016
N: -0.693 1.998 -1.537  0.103
C: -0.221 3.070 -2.288  -0.007
C: 1.062 3.591 -2.455  -0.002
C: 1.206 4.686 -3.281  -0.002
C: 0.109 5.264 -3.936  0.000
C: -1.168 4.771 -3.775  0.000
C: -1.313 3.669 -2.939  0.002
H: -3.366 3.086 -2.842  0.001
H: -2.654 1.251 -1.262  0.008
H: 1.916 3.148 -1.964  0.002
H: 2.189 5.112 -3.428  0.000
H: 0.270 6.119 -4.578  0.000
H: -2.018 5.223 -4.270  0.000
C: -3.484 -4.762 0.718  -0.005
C: -2.286 -5.272 -0.008  0.001
C: -1.588 -4.264 -0.868  0.005
C: -1.947 -2.959 -0.871  -0.003
C: -3.018 -2.543 -0.044  0.009
C: -3.807 -3.453 0.695  -0.002
Ge: -0.868 -1.569 -1.851  0.128
C: -2.251 -0.827 -3.102  0.016
C: -3.613 -1.069 -2.967  0.005
C: -4.517 -0.533 -3.877  -0.002
C: -4.060 0.248 -4.928  0.003
C: -2.699 0.489 -5.073  -0.001
C: -1.800 -0.041 -4.160  -0.003
C: 0.273 -2.641 -3.083  0.003
C: 1.660 -2.599 -3.119  0.001
C: 2.361 -3.351 -4.053  0.003
C: 1.676 -4.144 -4.963  0.000
C: 0.289 -4.193 -4.932  0.003
C: -0.411 -3.445 -3.996  0.001
H: -4.062 -5.484 1.283  0.000
H: -2.552 -6.155 -0.601  0.000
H: -0.757 -4.626 -1.468  0.002
H: -3.232 -1.482 0.036  -0.005
H: -4.654 -3.091 1.262  0.000
H: -3.988 -1.699 -2.167  0.001
H: -5.574 -0.743 -3.771  0.000
H: -4.762 0.654 -5.644  0.000
H: -2.335 1.080 -5.903  0.000
H: -0.738 0.145 -4.285  0.001
H: 2.204 -1.962 -2.432  -0.011
H: 3.443 -3.308 -4.077  0.000
H: 2.222 -4.717 -5.700  0.000
H: -0.249 -4.806 -5.643  0.000
H: -1.497 -3.480 -3.986  -0.001

⟨S²⟩ = 0.760
Spin multiplicity = 2
HOMO level (alpha / beta) = -12.24 / -12.28 eV
Charge = +2
Energy relative to the best compared isomer or geometry (same formula, charge and spin) = 525.0 kJ/mol

=====

Number 1: total energy -10772.95899 eV. Number 2: total energy -35370.27896 eV. Number 3: total energy -4200.87212 eV. Number 4: total energy -107508.98540 eV. Number 5: total energy -20838.54212 eV. Number 6: total energy -214328.87041 eV.